Entry 1:
{"formula": "C17H20F2N4O3S", "method": "ωB97M-V with the def2-TZVPD basis set", "smiles": "CS(=O)(=O)n1cc2c(n1)CN([C@H]1CO[C@H](c3cc(F)ccc3F)[C@@H](N)C1)C2", "total_energy_ev": -46324.991, "multiplicity": 1, "e_above_lowest_kcal_mol": 1.6, "species": ["C", "S", "O", "O", "N", "C", "C", "C", "N", "C", "N", "C", "C", "O", "C", "C", "C", "C", "F", "C", "C", "C", "F", "C", "N", "C", "C", "H", "H", "H", "H", "H", "H", "H", "H", "H", "H", "H", "H", "H", "H", "H", "H", "H", "H", "H", "H"], "positions_angstrom": [[-6.7166, -1.7266, 1.2814], [-6.7329, -0.1992, 0.3386], [-7.2456, 0.8904, 1.1070], [-7.2656, -0.4222, -0.9653], [-5.0515, 0.0857, 0.2011], [-4.4063, 1.2895, 0.1283], [-3.1026, 1.0033, -0.1542], [-3.0493, -0.4052, -0.2455], [-4.2217, -0.9535, -0.0357], [-1.6674, -0.8567, -0.5320], [-0.9867, 0.4038, -0.8444], [0.4413, 0.4727, -0.6519], [0.9434, 0.2678, 0.7943], [2.3307, 0.4804, 0.8741], [3.0692, -0.4278, 0.0845], [4.5316, -0.1228, 0.2736], [5.4338, -1.1268, 0.5970], [6.7738, -0.8245, 0.7560], [7.6307, -1.8184, 1.0624], [7.2607, 0.4620, 0.6128], [6.3699, 1.4687, 0.2894], [5.0293, 1.1686, 0.1196], [4.2035, 2.1732, -0.2242], [2.6801, -0.3457, -1.4110], [3.3631, -1.4165, -2.1194], [1.1684, -0.5357, -1.5440], [-1.7488, 1.5680, -0.3754], [-7.7008, -2.1712, 1.2122], [-6.4663, -1.4842, 2.3051], [-5.9659, -2.3590, 0.8247], [-4.9551, 2.1921, 0.2941], [-1.6186, -1.5277, -1.3950], [-1.2473, -1.3816, 0.3386], [0.7481, 1.4815, -0.9564], [0.4993, 0.9944, 1.4776], [0.7026, -0.7487, 1.1423], [2.8693, -1.4604, 0.4163], [5.0976, -2.1439, 0.7212], [8.3105, 0.6631, 0.7512], [6.7016, 2.4871, 0.1644], [2.9432, 0.6618, -1.7770], [3.0842, -1.4210, -3.0943], [4.3686, -1.2876, -2.0826], [0.8620, -0.3973, -2.5820], [0.9211, -1.5561, -1.2470], [-1.7281, 2.3443, -1.1477], [-1.3469, 1.9996, 0.5546]], "atomic_forces_ev_per_a": [[0.2, 0.6, -0.4], [-0.1, -0.2, 0.0], [0.2, 0.1, 0.2], [0.2, -0.3, 0.0], [0.1, -0.2, 0.1], [0.1, 0.3, 0.0], [-0.3, -0.4, 0.0], [-0.7, 0.9, 0.2], [0.2, -0.9, -0.2], [0.2, -0.6, -0.1], [-0.2, 0.0, 0.1], [0.3, -0.2, 0.0], [-0.4, 0.1, -0.2], [0.2, 0.1, 0.0], [0.1, 0.0, -0.4], [-0.1, 0.2, 0.1], [0.2, 0.1, 0.0], [-0.1, 0.1, -0.1], [0.0, 0.0, 0.0], [-0.1, -0.3, 0.0], [-0.3, 0.0, 0.0], [0.3, -0.1, 0.0], [0.0, 0.0, 0.0], [-0.3, 0.0, 0.3], [0.1, 0.0, -0.1], [0.2, 0.4, 0.2], [0.1, 0.5, 0.0], [-0.2, 0.1, -0.1], [0.1, 0.1, 0.2], [0.1, -0.1, 0.0], [-0.1, 0.3, 0.0], [0.0, -0.1, 0.1], [0.0, 0.0, -0.1], [0.0, -0.1, 0.0], [-0.1, -0.1, 0.0], [0.0, 0.1, 0.0], [0.0, 0.1, -0.1], [0.0, -0.1, 0.0], [0.1, 0.0, 0.0], [0.0, 0.1, 0.0], [0.0, -0.2, 0.1], [0.1, 0.0, 0.0], [0.0, 0.0, -0.1], [-0.1, 0.0, -0.1], [0.0, -0.1, 0.0], [0.0, 0.0, 0.1], [0.0, 0.0, -0.1]]}

Entry 2:
{"formula": "C17H20F2NO3Pd", "method": "ωB97M-V with the def2-TZVPD basis set", "total_charge": 1, "total_energy_ev": -34492.343, "multiplicity": 3, "species": ["Pd", "C", "O", "C", "C", "O", "C", "C", "O", "C", "H", "H", "H", "H", "H", "H", "H", "H", "H", "H", "H", "H", "H", "H", "F", "C", "C", "C", "C", "C", "F", "C", "C", "C", "C", "C", "C", "N", "H", "H", "H", "H", "H", "H"], "positions_angstrom": [[0.2736, 0.6545, 0.3001], [-2.3988, -0.0605, 2.1123], [-1.2596, 0.8001, 2.0759], [-1.5571, 2.1850, 2.2728], [-1.7963, 2.8856, 0.9614], [-0.5718, 2.8008, 0.2279], [-0.6143, 3.2788, -1.1185], [0.7346, 2.9819, -1.7186], [0.9929, 1.5756, -1.7431], [0.6307, 0.9272, -2.9632], [-2.9220, 0.0579, 3.0610], [-2.0296, -1.0782, 2.0264], [-3.0851, 0.1491, 1.2882], [-0.6887, 2.6223, 2.7633], [-2.4233, 2.3007, 2.9259], [-2.0604, 3.9313, 1.1346], [-2.5993, 2.4077, 0.3913], [-0.8045, 4.3544, -1.1312], [-1.4169, 2.7710, -1.6625], [1.5122, 3.4313, -1.1027], [0.7986, 3.4002, -2.7244], [1.1541, 1.3913, -3.7983], [-0.4473, 0.9739, -3.1361], [0.9386, -0.1105, -2.8744], [4.8603, -0.9500, 2.6762], [3.7790, -1.2914, 1.9689], [2.8614, -0.3104, 1.6226], [1.7541, -0.6889, 0.8928], [1.5441, -2.0147, 0.5012], [2.5042, -2.9460, 0.8830], [2.3634, -4.2409, 0.5417], [3.6238, -2.6142, 1.6119], [0.3290, -2.3128, -0.2781], [-0.0429, -3.5606, -0.7782], [-1.2154, -3.6846, -1.4990], [-2.0167, -2.5731, -1.7199], [-1.5949, -1.3694, -1.2007], [-0.4611, -1.2451, -0.5047], [3.0409, 0.7101, 1.9333], [4.3492, -3.3649, 1.8927], [0.5814, -4.4199, -0.6042], [-1.5049, -4.6519, -1.8893], [-2.9394, -2.6360, -2.2787], [-2.1760, -0.4667, -1.3395]], "atomic_forces_ev_per_a": [[0.1, -0.2, 0.0], [0.0, 0.0, 0.0], [0.1, 0.1, 0.0], [0.0, -0.1, 0.1], [0.1, 0.1, -0.1], [-0.1, 0.0, 0.0], [-0.1, 0.0, 0.1], [0.0, -0.1, -0.1], [0.0, 0.0, 0.0], [0.0, 0.0, 0.0], [0.0, 0.0, 0.0], [0.0, 0.0, 0.0], [0.0, 0.0, 0.0], [0.0, 0.0, 0.0], [0.0, 0.0, 0.0], [0.0, 0.0, 0.0], [0.0, 0.0, 0.0], [0.0, 0.0, 0.0], [0.0, 0.0, 0.0], [0.0, 0.0, 0.0], [0.0, 0.0, 0.0], [0.0, 0.0, 0.0], [0.0, 0.0, 0.0], [0.0, 0.0, 0.0], [0.0, 0.0, 0.0], [0.0, 0.1, 0.0], [0.1, -0.1, 0.0], [-0.1, 0.3, 0.0], [-0.1, 0.0, -0.1], [0.0, -0.1, 0.0], [0.0, 0.0, 0.0], [0.1, -0.1, 0.0], [0.0, 0.1, 0.0], [0.0, 0.0, 0.0], [0.0, -0.1, 0.0], [0.0, 0.0, 0.0], [0.1, -0.1, 0.0], [-0.1, 0.1, -0.1], [0.0, 0.0, 0.0], [0.0, 0.0, 0.0], [0.0, 0.0, 0.0], [0.0, 0.0, 0.0], [0.0, 0.0, 0.0], [0.0, 0.1, 0.0]]}